Entry 1:
DFT (ωB97M-V/def2-TZVPD) results for a structure of composition C15H24MgNS3.

```
44
Properties=species:S:1:pos:R:3:forces:R:3:nbo_charge:R:1
Mg -0.03911 0.31163 0.36199 0.9468 -0.0829 -0.1128 1.608
C 0.49283 -2.34196 1.92277 0.0875 -0.0668 0.0345 -0.430
N -0.58007 -1.35329 1.74034 -0.1039 -0.0658 -0.4385 -0.561
C -1.81475 -2.04125 1.32624 -0.0727 -0.1003 -0.0641 -0.430
C -0.80438 -0.61994 3.00809 0.0252 0.2549 0.2745 -0.279
C -0.01175 0.66685 3.10879 0.1268 0.1901 0.0740 -0.005
C 0.55853 1.07197 4.31163 -0.0467 -0.0987 0.0483 -0.243
C 1.08385 2.35245 4.42516 0.0099 0.0171 0.0951 -0.207
C 1.00594 3.23565 3.35975 0.0130 0.0997 -0.2256 -0.214
C 0.49321 2.80319 2.13953 0.0779 0.0065 0.4506 -0.223
C 0.00282 1.51162 1.99518 -0.2608 0.1928 -0.3411 -0.674
H 0.19773 -3.10571 2.64973 -0.0174 0.0432 0.0233 0.204
H 1.38892 -1.84187 2.29149 -0.0176 -0.0018 0.0347 0.209
H 0.73256 -2.83260 0.98064 -0.0508 0.0130 0.0169 0.215
H -2.16263 -2.74238 2.09170 0.0288 0.0105 0.0057 0.207
H -1.63971 -2.60103 0.40605 0.0305 -0.0147 0.0247 0.207
H -2.60640 -1.31237 1.14811 0.0141 0.0031 0.0307 0.211
H -0.61434 -1.27256 3.86648 -0.0108 -0.0771 -0.0683 0.205
H -1.85724 -0.33490 3.04517 -0.0305 -0.1117 -0.0058 0.218
H 0.57860 0.40428 5.16722 -0.0147 0.0000 -0.0141 0.211
H 1.54275 2.66769 5.35353 -0.0632 -0.0022 0.0237 0.222
H 1.36263 4.25307 3.46648 0.0450 -0.0347 0.0383 0.219
H 0.47264 3.49169 1.30196 0.0641 0.0227 -0.0070 0.196
C 3.61312 2.84641 -1.21889 -0.0096 -0.1776 0.3638 -0.540
C 2.25633 3.05820 -1.87732 0.0196 -0.2287 0.1534 -0.519
S 1.12262 1.63690 -1.91871 -0.2180 -0.0819 -0.2148 0.149
C 2.05153 0.34739 -2.79239 -0.1680 0.1690 0.2898 -0.547
C 3.06311 -0.45989 -1.97715 -0.1064 -0.0545 0.2482 -0.538
S 2.43388 -0.96440 -0.34437 -0.1219 -0.0359 -0.0808 0.110
C 3.73178 -0.47626 0.85619 -0.1128 -0.0641 -0.1610 -0.509
C 4.53369 0.77785 0.55192 -0.2816 0.2443 -0.0152 -0.543
S 3.49703 2.27178 0.50939 -0.0021 0.0410 -0.0723 0.210
H 4.14039 3.79975 -1.20003 0.0057 0.0059 -0.1469 0.247
H 4.22022 2.14078 -1.78265 0.0233 0.0786 -0.0530 0.213
H 2.40200 3.37198 -2.91123 -0.0872 0.0821 -0.0056 0.239
H 1.68346 3.82744 -1.35906 0.0252 0.0397 -0.0347 0.248
H 2.54172 0.81349 -3.64688 -0.0232 -0.0867 -0.0790 0.247
H 1.27007 -0.31352 -3.16812 0.0521 -0.0114 -0.1210 0.239
H 3.98824 0.08636 -1.82391 -0.0594 -0.0278 -0.0546 0.227
H 3.29882 -1.37571 -2.51665 0.0708 0.0406 -0.0561 0.247
H 4.39487 -1.33338 0.96629 0.0190 0.0091 0.0799 0.236
H 3.17329 -0.32848 1.78255 0.0794 -0.0689 0.0294 0.243
H 5.10764 0.70810 -0.36995 0.0680 -0.0356 0.0614 0.221
H 5.24879 0.91058 1.36378 0.0468 -0.0341 -0.0284 0.254
```
Forces are in eV/Å.

The calculation puts the frontier orbital gap at 0.284 hartree. Its charge is +1.

---

Entry 2:
DFT (ωB97M-V/def2-TZVPD) results for a structure of composition C15H24MnN6O6 at a distorted geometry.

```
52
Properties=species:S:1:pos:R:3:forces:R:3:lowdin_spin:R:1
O -0.05737 -0.02382 -4.43315 -0.3195 0.1657 -0.7258 0.001
H -0.33412 0.11493 -5.35279 0.2425 -0.1346 0.5351 0.000
Mn 0.49401 -0.30659 -0.37850 -0.7420 0.8202 -0.1014 3.842
N 0.03134 1.54068 0.10467 1.6122 3.1674 -0.5643 -0.005
N 1.70882 0.71868 -1.51392 0.9319 2.4942 -0.2389 -0.018
N -1.19815 -0.95725 0.33816 -0.7767 -0.8337 -0.5971 0.240
N 0.14181 -1.80301 -1.52677 -0.6051 -1.6008 0.5017 0.231
O -1.01608 1.91523 0.77904 -0.1882 -0.0555 0.8796 -0.017
O -1.92626 -0.36953 1.31450 0.0598 0.9613 0.8828 0.058
O 0.77075 -2.07858 -2.69794 0.6273 -0.0200 -0.7007 0.063
O 2.22865 0.20535 -2.56988 0.2357 0.1336 0.5345 -0.009
C 1.92667 2.01674 -1.13354 0.6096 -3.3087 -1.0527 0.037
C 1.03227 2.44334 -0.11790 -2.6627 -2.2310 1.2215 0.043
C -1.47968 -2.24901 0.07285 0.8787 0.8654 -0.7544 0.168
C -0.75780 -2.70577 -1.06512 0.2516 0.7748 0.5067 0.162
C 1.12752 3.67089 0.69852 -0.1877 0.5447 -0.3289 0.006
H 1.44079 3.42906 1.72107 -0.1317 -0.0352 -0.0773 0.002
H 0.15189 4.15658 0.75771 0.0901 0.0060 0.0702 0.001
H 1.85765 4.36091 0.27672 -0.1200 0.0367 0.1146 0.000
C 2.93204 2.87115 -1.79699 0.0553 0.3069 -0.2406 0.005
H 2.62116 3.09602 -2.82429 0.1479 -0.0902 0.0632 0.002
H 3.92006 2.40473 -1.82994 -0.1631 -0.1120 -0.0914 0.002
H 3.01840 3.81361 -1.25640 0.0716 -0.0301 -0.1457 0.000
C -2.39376 -3.04998 0.91405 -0.3145 -0.2429 0.1170 0.026
C -0.98252 -4.04786 -1.64390 -0.1269 -0.4910 -0.3446 0.025
H -2.99851 -2.39241 1.54889 0.1279 -0.2148 -0.2377 0.000
H -1.82375 -3.72925 1.56864 -0.1850 0.0622 -0.1246 0.011
H -3.04481 -3.65886 0.27743 0.0251 0.0055 0.2426 0.004
H -0.38016 -4.19534 -2.54222 -0.0991 0.0101 0.1564 -0.001
H -2.04386 -4.18925 -1.89535 0.2518 0.0522 -0.0404 0.008
H -0.74036 -4.83421 -0.91320 0.0507 0.1813 -0.1699 0.009
H -1.66321 0.63788 1.20744 -0.2335 -0.5683 0.0236 0.000
H 1.28073 -1.23685 -2.89120 -0.0744 -0.4481 -0.0213 0.001
C -0.97111 0.67199 -3.58995 0.0670 -0.0642 -0.3803 0.006
H -0.41567 1.41664 -3.01591 -0.1599 0.1017 0.0278 0.001
H -1.44156 -0.03739 -2.90268 -0.0455 0.0566 -0.0073 0.003
H -1.74185 1.16079 -4.19953 0.0545 0.0382 0.3850 0.001
O -3.63768 2.44077 -0.99890 0.4198 -0.7106 -0.2593 0.000
H -3.76149 1.64531 -1.55673 0.1822 0.6766 0.5820 0.000
H -2.79919 2.28968 -0.51449 -0.4517 0.0062 -0.2184 0.000
N 0.25264 -0.18036 7.01884 0.4020 -0.1429 -2.8394 0.003
C 0.43062 -0.23981 5.86145 -0.3900 0.2431 2.4720 0.001
C 0.69547 -0.33059 4.44147 0.1570 -0.2561 -0.1171 0.006
C 0.36539 -1.50209 3.74954 0.1652 -0.1397 -0.1452 0.000
C 0.67049 -1.57982 2.39543 -0.3409 0.6010 0.3064 0.012
N 1.13318 -0.51375 1.71656 1.6720 -0.6627 0.6165 0.051
C 1.63341 0.52666 2.40960 -0.7700 -0.2350 0.3176 0.014
C 1.39502 0.67821 3.77075 0.1448 0.0064 -0.0094 0.000
H -0.12247 -2.35119 4.23090 0.2665 0.3488 0.0029 0.000
H 0.50758 -2.50655 1.83920 -0.2076 0.4926 0.0491 0.002
H 2.21200 1.27084 1.86393 -0.3850 -0.1672 -0.0098 0.001
H 1.75110 1.57244 4.28381 -0.1202 -0.3640 -0.0651 0.000
```
Forces are in eV/Å.

As for the spin multiplicity: 6. The calculation puts the frontier orbital gap (alpha / beta) at 0.183 / 0.226 hartree.

---

Entry 3:
DFT (ωB97M-V/def2-TZVPD) results for the molecule C15H24N3OPS2 at a distorted geometry.

```
46
Properties=species:S:1:pos:R:3:forces:R:3:nbo_charge:R:1
C -3.93711 1.86161 0.05758 0.7858 0.8318 -1.8832 -0.628
C -3.57369 0.43781 0.07511 -0.1229 -2.6809 3.0497 -0.194
N -2.27895 0.08547 -0.50854 3.8355 -0.1825 -0.2278 -0.778
C -2.36081 -0.98381 -1.56276 -0.9957 0.5505 1.0020 -0.205
C -2.86383 -2.27586 -0.89712 -0.3809 0.7818 -1.9217 -0.635
P -0.74623 0.42575 0.32630 -2.2893 -1.6977 3.5155 2.341
O -1.01548 0.96979 1.72207 0.4431 -0.5647 -2.6910 -1.100
N 0.16087 -1.10823 0.54044 -2.3908 3.8269 -3.5512 -0.777
C 0.99088 -1.51804 -0.61968 0.4169 -2.3063 1.1082 -0.237
C 2.49688 -1.60764 -0.31066 0.9243 0.1811 0.2813 -0.644
C 0.49276 -1.50660 1.87483 1.1100 0.6583 0.3460 -0.211
C 0.59599 -3.00934 2.00003 -1.3232 0.9124 -0.8963 -0.610
N 0.33499 1.52548 -0.54238 -3.2837 -1.4084 -0.9130 -0.728
C -0.00501 2.06792 -1.78498 -2.3844 0.2428 0.2994 -0.120
S -1.59576 2.39623 -2.26717 2.1787 -0.1578 -0.3808 -0.109
S 1.43214 2.57037 -2.57171 -1.1804 0.4567 -2.0070 0.497
C 2.31576 2.42272 -1.16812 1.3324 0.3536 1.1143 -0.260
C 3.60311 2.94955 -1.01444 -1.1030 -1.7015 0.7711 -0.208
C 4.13022 2.71194 0.24686 2.1829 1.0732 -0.7095 -0.214
C 3.50749 2.16350 1.37953 -0.8393 0.0003 -1.0331 -0.221
C 2.20137 1.65034 1.15511 0.2922 1.0073 -0.3176 -0.208
C 1.58571 1.81082 -0.13535 3.6056 0.4747 1.7352 0.129
H -3.29883 2.62943 0.47525 0.6002 -0.4296 0.3277 0.229
H -3.86791 1.94218 -1.01860 -0.4685 1.3930 -0.4337 0.213
H -4.91601 2.08750 0.36963 -1.3930 -0.1587 0.4346 0.212
H -4.34480 -0.14670 -0.49660 0.7371 0.6016 0.3823 0.201
H -3.63356 -0.00283 1.13659 0.1342 0.4890 -1.2736 0.188
H -3.14869 -0.61985 -2.28072 0.9729 -0.3672 0.3748 0.203
H -1.45545 -1.25515 -2.14014 -0.1268 1.0218 0.5900 0.210
H -2.53995 -2.47753 0.07911 0.1605 0.3533 1.5816 0.221
H -3.92026 -2.36190 -1.07848 -0.5465 -0.1883 0.6158 0.208
H -2.42400 -3.03669 -1.45929 0.5403 -1.7023 -1.0631 0.205
H 0.82124 -1.03448 -1.57991 -0.2398 0.9745 0.4559 0.217
H 0.64237 -2.53597 -0.87051 0.2782 -0.0355 0.0608 0.187
H 2.77824 -2.34409 0.47917 -0.6129 0.5405 -0.4255 0.211
H 2.91155 -0.62706 0.04309 -0.2848 -0.8001 -0.5874 0.220
H 3.06251 -1.98021 -1.19111 -0.3915 0.5633 0.2821 0.222
H 1.41977 -0.90816 2.07526 -0.3281 -1.0992 0.8014 0.176
H -0.25894 -1.24920 2.63816 0.1145 0.6308 -0.8220 0.242
H -0.38878 -3.41872 1.74095 0.1451 -0.0361 0.1405 0.207
H 1.30476 -3.46171 1.35933 0.9232 -0.5434 -0.3508 0.200
H 0.76354 -3.13984 3.02204 0.5722 -0.9886 1.5748 0.216
H 4.17244 3.37286 -1.85793 -0.3563 -0.1892 0.7180 0.233
H 5.17817 3.01672 0.19204 -0.0700 0.0037 1.2139 0.212
H 4.02982 2.24330 2.37524 -0.8741 -0.5615 -1.2557 0.241
H 1.64149 1.26832 1.99248 -0.2996 -0.1237 -0.0331 0.247
```
Forces are in eV/Å.

The calculation puts the frontier orbital gap at 0.287 hartree. As for the SMILES: CCN(CC)P(=O)(N(CC)CC)n1c(=S)sc2ccccc21.

---

Entry 4:
DFT (ωB97M-V/def2-TZVPD) results for a structure of composition C15H25AgGeN2S at a distorted geometry.

```
45
Properties=species:S:1:pos:R:3:forces:R:3:nbo_charge:R:1
Ag 1.00720 0.31942 -2.10337 -0.3217 0.3524 -1.1382 0.850
C 0.72570 1.99762 3.99393 -0.3239 0.1361 -0.0657 -0.606
C -0.08030 3.26232 3.75013 -0.0774 -0.2079 -0.1319 -0.410
C -1.26300 3.02432 2.80923 0.1130 -0.0811 0.3367 -0.441
C -0.84360 2.46732 1.46763 0.5922 -0.7524 0.1269 -0.723
Ge -0.20020 0.47042 1.47773 -0.8913 0.2291 -2.0207 1.484
C -1.13210 -1.42348 1.73213 0.6923 0.4647 0.0467 -0.654
C -1.04590 -1.92438 3.14643 0.3191 0.1806 0.1944 -0.460
C 0.40150 -2.08308 3.60783 -0.2259 0.0791 0.0836 -0.369
C 0.50710 -2.36818 5.09583 0.1514 0.0356 -0.1468 -0.611
H 1.43180 2.14782 4.80673 0.1815 -0.2256 -0.0248 0.280
H 1.32300 1.72172 3.10903 0.2270 -0.0818 -0.0576 0.180
H 0.06530 1.16732 4.26853 0.0040 -0.1290 0.1370 0.203
H 0.56920 4.04052 3.34823 -0.0081 0.0755 0.0185 0.223
H -0.47360 3.62192 4.69943 0.0333 0.0545 0.0341 0.249
H -1.76760 3.97982 2.63383 -0.0375 -0.0947 -0.1389 0.266
H -1.99400 2.36942 3.29423 -0.0413 0.0554 -0.0523 0.219
H -0.02520 3.04452 1.02323 -0.0833 -0.2486 -0.0561 0.255
H -1.67980 2.40312 0.76413 0.0386 -0.2797 -0.1288 0.270
H 0.67030 0.28052 -0.52877 -0.6721 0.1259 3.0386 -0.413
H -0.57960 -2.06088 1.03373 -0.0523 0.2551 0.0082 0.252
H -2.15300 -1.25958 1.37773 0.0428 0.3663 -0.1486 0.272
H -1.53720 -2.90468 3.17593 -0.0575 0.0597 -0.0415 0.272
H -1.59390 -1.27718 3.83743 -0.0517 -0.0440 -0.0650 0.222
H 0.94090 -1.13768 3.37073 0.0255 -0.0679 0.0013 0.164
H 0.88720 -2.87568 3.03593 0.0728 0.0698 -0.0844 0.226
H 0.06930 -1.56288 5.68043 -0.0421 0.0711 0.0980 0.210
H 1.54710 -2.48078 5.38683 0.0675 -0.0196 0.1017 0.238
H -0.01180 -3.29018 5.34503 -0.0464 -0.0927 0.0364 0.233
N -0.91350 2.58322 -4.58507 -0.1098 0.2550 0.1171 -0.768
C -0.44630 1.38482 -4.94347 0.1726 -0.2150 -0.3077 0.302
N -0.01060 0.48542 -4.09447 0.1779 0.3140 0.5520 -0.696
C 0.42450 -0.65498 -4.74427 0.0301 -0.4772 -0.9094 0.191
C 0.90950 -1.80118 -4.12197 -0.0967 0.2416 0.1727 -0.286
C 1.36230 -2.84528 -4.90417 0.0519 -0.0029 -0.1127 -0.177
C 1.32610 -2.75588 -6.29577 0.0338 -0.0947 0.1360 -0.198
C 0.81550 -1.63908 -6.93007 -0.0880 0.1697 0.0323 -0.166
C 0.35100 -0.59468 -6.14677 0.1162 -0.1023 0.5249 -0.253
S -0.34410 0.93182 -6.63377 -0.0056 0.0019 0.4441 0.437
H -1.06750 2.79172 -3.61147 -0.0017 -0.0252 -0.1756 0.406
H -1.29640 3.20812 -5.27317 -0.0011 0.0425 0.0514 0.427
H 0.88860 -1.87538 -3.02467 0.0537 -0.1565 -0.3082 0.183
H 1.74920 -3.73788 -4.43997 0.0298 -0.1021 0.0480 0.235
H 1.70030 -3.57698 -6.88557 0.0153 -0.0775 -0.0714 0.242
H 0.78660 -1.57308 -8.00507 -0.0067 -0.0572 -0.1545 0.243
```
Forces are in eV/Å.

The calculation puts the frontier orbital gap at 0.148 hartree. Its charge is +2.

---

Going through the records in order, we get ΔE to the lowest compared entry with this formula, charge and spin values of 0.688, 0.000, 2.585, 2.153 eV.